#i
Below is the molecule C4H7N3O, with properties calculated with the ωB97M-V functional and the def2-TZVPD basis.

Atoms and positions in Å:
C -0.29 -0.13 -0.05
C -1.52 -0.84 0.15
C -2.68 -0.23 -0.01
C 0.97 -0.96 -0.14
H 0.77 2.83 -0.35
H 1.73 1.48 -0.66
H -1.49 -1.90 0.35
H -3.65 -0.68 0.19
H -2.64 0.86 -0.39
H 2.91 -1.12 0.23
H 2.19 0.20 1.18
N 0.89 1.85 -0.26
N -0.24 1.16 -0.07
N 2.17 -0.43 0.34
O 0.89 -2.10 -0.51

The total charge is 0. Its SMILES is C=C/C(=N/N)C(N)=O.

Results of the natural (NBO) charge analysis, in e, for atoms 1 through 2:
1 C 0.01
2 C -0.24

#ii
Below is the molecule C4H7N3O, with properties calculated with the ωB97M-V functional and the def2-TZVPD basis.

Atoms and positions in Å:
C 2.63 -0.05 -0.23
C 1.47 0.33 0.64
C -1.86 -0.39 0.20
C -0.93 0.74 -0.09
H 2.49 -1.00 -0.73
H 2.76 0.65 -1.06
H 3.54 0.02 0.30
H 1.44 -0.32 1.52
H 1.41 1.38 0.96
H -2.92 -0.32 0.40
H -0.46 2.59 -0.24
N 0.29 0.11 -0.17
N -1.37 -1.54 0.04
N -1.27 1.97 -0.19
O 0.04 -1.31 -0.25

The total charge is 0. Its SMILES is [H]/N=c1/cnon1CC.

Results of the natural (NBO) charge analysis, in e, for atoms 1 through 2:
1 C -0.61
2 C -0.22

Stability ranking, top and bottom: #i is the most stable and #ii is the least stable.

#i
Below is a cluster of 9 separate species, C5H28N2O9 in total, with properties calculated with the ωB97M-V functional and the def2-TZVPD basis.

Atoms and positions in Å:
C -1.84 -0.06 -1.04
N -0.81 0.83 -1.62
C -1.24 1.97 -2.31
O -2.40 2.33 -2.24
C -1.29 -0.74 0.26
C -2.51 -1.39 0.95
N -0.17 -1.65 -0.06
C 0.12 -2.63 1.00
H -2.07 -0.84 -1.78
H -2.78 0.51 -0.83
H 0.08 0.45 -1.86
H -0.49 2.48 -2.86
H -0.83 0.08 0.92
H -2.87 -2.20 0.37
H -2.28 -1.78 1.93
H -3.35 -0.65 1.11
H -0.33 -2.12 -0.92
H 1.01 -3.18 0.69
H -0.66 -3.40 1.13
H 0.29 -2.11 1.94
H 2.24 -0.34 -1.73
H 1.24 -0.97 -2.76
O 1.66 -0.15 -2.48
H 2.72 1.69 0.79
H 4.02 1.41 1.68
O 3.16 1.05 1.38
H 1.98 -1.24 -0.06
H 3.07 -0.31 0.34
O 2.87 -1.05 -0.27
H -0.97 2.15 0.20
H -1.22 2.48 1.73
O -0.61 2.66 0.93
H 1.19 -3.19 -3.00
H 0.14 -2.54 -3.90
O 0.50 -2.51 -3.02
H 1.73 1.03 2.43
H 0.51 1.82 2.01
O 0.87 1.30 2.72
H 0.99 2.85 0.21
H 1.47 1.92 -0.95
O 1.77 2.59 -0.29
H -2.16 0.66 2.86
H -0.91 1.30 3.41
O -1.82 1.50 3.04

The total charge is 0. Its SMILES is CN[C@H](C)CNC=O.O.O.O.O.O.O.O.O.

Results of the natural (NBO) charge analysis, in e, for atoms 1 through 2:
1 C -0.25
2 N -0.69

#ii
Below is a cluster of 9 separate species, C5H28N2O9 in total, with properties calculated with the ωB97M-V functional and the def2-TZVPD basis.

Atoms and positions in Å:
O 0.02 -0.95 -1.42
C 0.27 -0.04 -0.61
N 1.09 -0.21 0.45
C 1.92 -1.41 0.74
N 1.60 -2.67 0.18
C -0.35 1.34 -0.77
C 0.77 2.37 -1.01
C 0.55 3.15 -2.35
H 1.04 0.51 1.17
H 2.95 -1.11 0.48
H 2.13 -1.51 1.82
H 0.67 -2.93 0.50
H 1.50 -2.64 -0.82
H -0.98 1.24 -1.65
H -1.10 1.46 0.02
H 0.85 3.01 -0.13
H 1.77 1.96 -1.13
H 0.22 2.37 -3.02
H -0.26 3.87 -2.28
H 1.53 3.51 -2.65
H -1.01 1.90 3.58
H -2.22 1.25 2.85
O -1.94 2.02 3.37
H -0.53 -0.82 4.05
H 0.39 -0.01 3.05
O 0.04 -0.06 3.93
H 2.08 -0.76 -2.19
H 1.24 -0.18 -3.47
O 1.97 -0.10 -2.87
H -0.28 -2.79 -2.05
H -1.32 -3.61 -2.46
O -0.94 -3.36 -1.61
H -1.59 -2.68 -0.01
H -2.60 -3.23 1.06
O -1.78 -2.75 0.94
H -1.66 -1.28 2.00
H -2.75 -1.35 3.08
O -1.98 -0.84 2.82
H 0.43 3.22 1.97
H 1.45 2.44 2.62
O 0.64 2.29 2.10
H -0.99 -0.50 -2.69
H -1.48 -0.27 -4.23
O -1.38 0.12 -3.36

The total charge is 0. Its SMILES is CCCC(=O)NCN.O.O.O.O.O.O.O.O.

Results of the natural (NBO) charge analysis, in e, for atoms 1 through 2:
1 O -0.77
2 C 0.75

Stability ranking, top and bottom: #i is the most stable and #ii is the least stable.

#i
Below is a cluster of 12 separate species, C5H31NO12 in total, with properties calculated with the ωB97M-V functional and the def2-TZVPD basis.

Atoms and positions in Å:
C -1.72 2.94 -2.51
N -1.22 2.57 -1.05
C -0.20 3.44 -0.74
O -0.31 4.58 -1.12
C -1.30 1.13 -0.87
C -2.19 0.55 -2.02
C -2.68 1.78 -2.87
H -0.80 2.97 -3.10
H -2.12 3.92 -2.46
H 0.62 3.05 0.03
H -1.75 0.97 0.09
H -0.25 0.71 -1.02
H -2.99 0.05 -1.49
H -1.65 -0.19 -2.70
H -2.49 1.71 -3.95
H -3.72 2.04 -2.85
H 1.10 0.06 0.63
H 1.74 0.77 1.79
O 1.75 0.76 0.85
H 3.18 -2.28 -0.85
H 3.09 -0.73 -0.72
O 3.53 -1.45 -1.19
H -0.31 -0.20 2.28
H -0.74 -1.47 1.76
O -0.24 -0.73 1.46
H -2.12 1.82 2.26
H -2.75 2.90 3.05
O -2.62 1.93 3.06
H 3.95 0.92 2.63
H 3.30 1.95 3.50
O 3.26 1.01 3.32
H -0.38 -2.89 -0.59
H -1.95 -3.11 -0.15
O -1.03 -3.12 0.09
H -0.19 0.67 4.95
H 0.90 -0.41 4.80
O 0.09 -0.08 4.44
H -0.98 -3.41 1.85
H -2.08 -3.15 2.85
O -1.10 -3.22 2.79
H 0.78 -1.58 -2.04
H 0.32 -2.07 -3.36
O -0.04 -1.75 -2.51
H 2.40 -0.69 -3.59
H 3.50 -1.89 -3.34
O 2.86 -1.48 -3.90
H 2.47 -3.48 1.10
H 1.11 -2.88 0.92
O 1.96 -2.95 0.48

The total charge is 0. Its SMILES is O=CN1CCCC1.O.O.O.O.O.O.O.O.O.O.O.

Results of the natural (NBO) charge analysis, in e, for atoms 1 through 2:
1 C -0.20
2 N -0.46

#ii
Below is a cluster of 11 separate species, C5H31NO12 in total, with properties calculated with the ωB97M-V functional and the def2-TZVPD basis.

Atoms and positions in Å:
O 1.98 0.50 -2.16
C 1.12 -0.03 -1.47
O 1.48 -1.24 -0.88
C -0.25 0.27 -1.11
C -1.17 -0.90 -1.56
C -2.59 -0.28 -1.63
C -3.28 0.40 -0.34
N -3.55 -0.79 0.57
H 2.28 -1.63 -1.19
H -0.38 0.48 -0.09
H -0.63 1.11 -1.64
H -1.12 -1.67 -0.77
H -0.89 -1.35 -2.54
H -2.55 0.43 -2.51
H -3.39 -1.04 -1.89
H -2.66 1.14 0.08
H -4.29 0.77 -0.59
H -2.76 -1.23 0.84
H -4.12 -0.56 1.36
H 0.88 -4.00 0.96
H 0.40 -5.34 0.87
O 1.01 -4.83 0.37
H 2.22 2.23 -3.30
H 3.02 1.22 -4.07
O 2.35 1.99 -4.27
H 0.35 2.79 -4.39
H -0.58 2.22 -3.18
O 0.02 2.96 -3.51
H -0.70 -1.58 2.32
H -1.63 -2.08 3.44
O -1.33 -1.29 2.95
H 1.72 -3.75 3.21
H 1.66 -3.10 1.90
O 1.00 -3.50 2.53
H -0.67 0.30 3.57
H -0.27 1.70 3.82
O -0.06 0.88 4.16
H 2.58 -1.01 2.15
H 2.51 -1.52 0.72
O 2.91 -1.69 1.54
H 0.97 3.48 -2.08
H 1.93 4.33 -1.50
O 1.32 3.59 -1.18
H -1.47 3.28 0.97
H -0.02 3.42 0.43
O -0.64 2.74 0.93
H 2.45 1.19 2.06
H 2.03 0.56 3.40
O 2.82 0.44 2.72

The total charge is 0. Its SMILES is NCCCCC(=O)O.O.O.O.O.O.O.O.O.O.O.

Results of the natural (NBO) charge analysis, in e, for atoms 1 through 2:
1 O -0.60
2 C 0.83

Stability ranking, top and bottom: #i is the most stable and #ii is the least stable.

#i
Below is the molecule C4H8O2, with properties calculated with the ωB97M-V functional and the def2-TZVPD basis.

Atoms and positions in Å:
C -0.88 0.93 1.07
C 0.28 0.84 0.08
O 1.40 0.10 0.61
C 1.09 -1.03 -0.21
C 0.13 -0.19 -1.05
O -1.14 -0.72 -1.28
H -1.23 -0.06 1.38
H -0.53 1.45 1.97
H -1.73 1.47 0.65
H 0.59 1.85 -0.23
H 0.64 -1.85 0.40
H 1.96 -1.47 -0.71
H 0.55 0.15 -2.01
H -1.14 -1.46 -0.68

The total charge is 0. Its SMILES is C[C@H]1OC[C@H]1O.

Results of the natural (NBO) charge analysis, in e, for atoms 1 through 2:
1 C -0.64
2 C 0.08

#ii
Below is the molecule C4H8O2, with properties calculated with the ωB97M-V functional and the def2-TZVPD basis.

Atoms and positions in Å:
C 1.16 0.01 -1.11
C 0.47 1.26 -0.59
C 0.11 0.00 0.32
C -1.34 -0.46 0.29
O 0.73 -0.14 1.51
O -1.55 -1.80 0.60
H 0.80 -0.41 -2.00
H 2.19 -0.13 -0.89
H 1.02 2.08 -0.23
H -0.21 1.72 -1.32
H -1.93 -0.32 -0.56
H -1.91 0.19 1.03
H 1.72 -0.17 1.37
H -1.24 -1.83 1.58

The total charge is 0. Its SMILES is OCC1(O)CC1.

Results of the natural (NBO) charge analysis, in e, for atoms 1 through 2:
1 C -0.44
2 C -0.47

Stability ranking, top and bottom: #i is the most stable and #ii is the least stable.

#i
Below is the molecule C4H8O2, with properties calculated with the ωB97M-V functional and the def2-TZVPD basis.

Atoms and positions in Å:
O -0.82 2.01 0.01
C -0.63 1.01 -0.98
C 0.66 0.29 -0.63
C 0.60 -0.32 0.74
C 0.12 -2.35 1.58
O -0.22 -1.51 0.63
H -1.73 2.32 -0.04
H -0.55 1.45 -1.98
H -1.46 0.29 -0.99
H 1.50 0.99 -0.66
H 0.85 -0.51 -1.36
H 1.58 -0.70 1.03
H 0.22 0.34 1.52
H -0.13 -3.32 1.12

The total charge is 0.

Results of the natural (NBO) charge analysis, in e, for atoms 1 through 2:
1 O -0.73
2 C -0.06

#ii
Below is the molecule C4H8O2, with properties calculated with the ωB97M-V functional and the def2-TZVPD basis.

Atoms and positions in Å:
O 2.00 -1.04 -1.79
C 2.19 -0.33 -0.83
C 1.10 -0.25 0.21
C -0.27 0.10 -0.35
C -1.39 0.24 0.71
O -2.70 0.14 0.18
H 3.16 0.15 -0.63
H 1.06 -1.34 0.50
H 1.40 0.27 1.13
H -0.26 1.03 -0.96
H -0.67 -0.68 -1.05
H -1.13 1.20 1.18
H -1.35 -0.46 1.50
H -3.13 0.99 0.19

The total charge is 0. Its SMILES is O=CCCCO.

Results of the natural (NBO) charge analysis, in e, for atoms 1 through 2:
1 O -0.52
2 C 0.44

#iii
Below is the molecule C4H8O2, with properties calculated with the ωB97M-V functional and the def2-TZVPD basis.

Atoms and positions in Å:
C 1.33 -0.40 -0.47
C 1.36 1.08 -0.35
C 0.11 -1.00 0.23
C -2.29 -0.33 0.02
O 1.77 1.67 0.84
O -1.07 -0.74 -0.55
H 1.04 -0.63 -1.51
H 2.37 -0.72 -0.29
H 0.47 1.62 -0.61
H 0.21 -1.17 1.29
H -2.27 0.09 1.04
H -3.01 -1.28 -0.08
H -2.73 0.44 -0.69
H 2.70 1.37 1.12

The total charge is 0.

Results of the natural (NBO) charge analysis, in e, for atoms 1 through 2:
1 C -0.58
2 C 0.14

#iv
Below is the molecule C4H8O2, with properties calculated with the ωB97M-V functional and the def2-TZVPD basis.

Atoms and positions in Å:
C -1.06 -1.04 -0.11
C -0.78 0.37 -0.66
C 0.45 0.96 0.07
O 0.14 1.23 1.41
C 1.51 -0.11 -0.01
O 1.96 -0.64 0.97
H -1.63 -1.66 -0.80
H -1.56 -0.97 0.86
H -0.12 -1.57 0.06
H -1.64 1.02 -0.49
H -0.59 0.37 -1.74
H 0.82 1.87 -0.44
H 0.75 0.67 1.92
H 1.75 -0.48 -1.03

The total charge is 0. Its SMILES is CC[C@@H](O)C=O.

Results of the natural (NBO) charge analysis, in e, for atoms 1 through 2:
1 C -0.62
2 C -0.41

Stability ranking, top and bottom: #iv is the most stable and #iii is the least stable.